# 1
A molecular structure, C46H52Cl3HgN5O4PS3Si, computed with ωB97M-V/def2-TZVPD.

Positions of all 116 atoms, in Å:
Hg: 0.297 0.262 -0.110
N: 1.420 -2.402 2.612
C: 0.512 -1.879 3.636
C: 1.025 -0.586 4.245
N: 0.796 0.505 3.319
C: 0.886 1.857 3.845
C: -0.503 2.490 3.861
N: -1.054 2.686 2.519
H: 1.039 -2.338 1.674
H: 1.667 -3.366 2.775
H: 0.367 -2.616 4.433
H: -0.466 -1.642 3.208
H: 2.085 -0.708 4.518
H: 0.459 -0.384 5.162
H: 1.366 0.400 2.489
H: 1.536 2.467 3.209
H: 1.314 1.868 4.859
H: -0.478 3.449 4.393
H: -1.176 1.824 4.412
H: -0.427 3.259 1.962
H: -1.084 1.780 2.045
Cl: -0.462 -7.845 -0.823
C: -1.646 -6.688 -0.284
C: -1.277 -5.676 0.572
C: -2.242 -4.769 0.991
C: -3.563 -4.848 0.578
C: -4.623 -3.853 1.016
C: -4.307 -3.031 2.273
N: -3.825 -1.719 1.966
C: -4.525 -0.529 2.093
C: -3.655 0.441 1.669
N: -2.463 -0.138 1.296
C: -2.607 -1.402 1.482
O: -5.050 -3.013 -0.038
C: -4.048 -2.589 -1.009
C: -4.466 -3.131 -2.339
C: -3.688 -3.861 -3.173
Cl: -2.066 -4.345 -2.916
S: -4.504 -4.318 -4.614
C: -5.942 -3.540 -4.094
C: -5.780 -2.958 -2.881
C: -3.884 -5.875 -0.302
Cl: -5.511 -6.065 -0.903
C: -2.944 -6.795 -0.741
H: -0.248 -5.578 0.890
H: -1.927 -3.961 1.639
H: -5.510 -4.433 1.272
H: -3.609 -3.555 2.926
H: -5.232 -2.909 2.831
H: -5.537 -0.497 2.462
H: -3.801 1.511 1.635
H: -1.847 -2.130 1.222
H: -3.055 -2.959 -0.758
H: -3.981 -1.502 -1.023
H: -6.819 -3.549 -4.723
H: -6.560 -2.427 -2.351
H: -3.222 -7.568 -1.443
C: 6.484 -0.541 2.529
C: 6.738 0.224 1.393
C: 5.707 0.528 0.515
C: 4.397 0.074 0.727
C: 4.173 -0.717 1.857
C: 5.200 -1.015 2.754
Si: 2.985 0.559 -0.485
C: 3.551 -0.301 -2.069
C: 3.176 0.153 -3.340
C: 3.439 -0.588 -4.484
C: 4.073 -1.819 -4.388
C: 4.444 -2.299 -3.139
C: 4.186 -1.547 -1.999
C: 3.337 2.424 -0.697
C: 4.104 2.977 -1.729
C: 4.308 4.352 -1.832
C: 3.746 5.212 -0.897
C: 2.975 4.688 0.135
C: 2.774 3.315 0.224
H: 7.284 -0.766 3.227
H: 7.743 0.583 1.195
H: 5.924 1.133 -0.362
H: 3.182 -1.130 2.039
H: 4.987 -1.622 3.629
H: 2.635 1.090 -3.434
H: 3.116 -0.219 -5.451
H: 4.258 -2.410 -5.278
H: 4.914 -3.273 -3.051
H: 4.472 -1.942 -1.029
H: 4.548 2.318 -2.470
H: 4.902 4.753 -2.647
H: 3.900 6.283 -0.973
H: 2.511 5.352 0.856
H: 2.151 2.915 1.022
O: 0.203 -0.242 -2.604
S: -0.577 -1.516 -2.505
O: -2.019 -1.240 -2.453
O: -0.195 -2.457 -3.546
S: -0.079 -2.382 -0.659
C: -2.272 2.671 -1.482
P: -0.568 3.179 -1.018
C: 0.220 3.069 -2.670
C: -0.785 5.003 -0.849
C: 0.103 5.923 -1.408
C: 0.022 7.280 -1.107
C: -0.940 7.751 -0.227
C: -1.814 6.845 0.362
C: -1.726 5.492 0.067
H: -2.922 2.666 -0.607
H: -2.207 1.644 -1.858
H: -2.688 3.330 -2.246
H: -0.356 3.622 -3.417
H: 0.243 2.006 -2.929
H: 1.246 3.439 -2.637
H: 0.871 5.579 -2.090
H: 0.723 7.972 -1.562
H: -1.004 8.807 0.004
H: -2.563 7.194 1.065
H: -2.392 4.794 0.565

Relative energy (zero: lowest compared OMol25 entry of this formula, charge and spin)   0.000 eV
Spin multiplicity   2
Charge   -2
Max |F|   1.54 eV Å⁻¹
Highest occupied orbital energy (spin up / spin down)   0.302 / -1.779 eV
LUMO level (spin up / spin down)   3.749 / 3.749 eV

***

# 2
A molecular structure, C60H106ClF9N16O6, computed with ωB97M-V/def2-TZVPD.

Positions of all 198 atoms, in Å:
C: -8.382 3.678 -2.112
C: -8.714 2.445 -2.786
N: -8.055 1.254 -2.084
C: -8.698 0.044 -1.851
C: -7.773 -0.873 -1.483
N: -6.590 -0.170 -1.524
C: -6.764 1.109 -1.815
C: -5.257 -0.777 -1.114
H: -7.343 3.980 -2.322
H: -8.468 3.619 -1.038
H: -9.025 4.523 -2.402
H: -8.542 2.437 -3.863
H: -9.782 2.226 -2.775
H: -9.731 -0.155 -1.887
H: -7.755 -1.911 -1.180
H: -6.048 1.928 -1.889
H: -5.264 -1.062 -0.031
H: -4.450 -0.077 -1.300
H: -5.067 -1.603 -1.798
C: -4.135 4.408 -7.439
C: -4.785 4.168 -6.067
N: -4.603 5.273 -5.145
C: -4.812 6.529 -5.435
C: -4.451 7.293 -4.351
N: -3.937 6.430 -3.408
C: -3.990 5.240 -3.920
C: -3.267 6.733 -2.085
H: -4.642 5.265 -7.863
H: -4.268 3.578 -8.224
H: -3.059 4.746 -7.343
H: -4.410 3.237 -5.638
H: -5.909 4.030 -6.119
H: -5.059 6.890 -6.420
H: -4.498 8.350 -4.114
H: -3.607 4.349 -3.490
H: -3.987 7.077 -1.382
H: -2.482 7.444 -2.389
H: -2.797 5.810 -1.773
C: -12.141 -6.419 -0.948
C: -11.563 -5.829 0.339
N: -10.448 -6.632 0.864
C: -9.843 -6.439 2.064
C: -8.593 -7.040 2.029
N: -8.501 -7.643 0.816
C: -9.665 -7.454 0.165
C: -7.383 -8.483 0.281
H: -11.391 -6.397 -1.773
H: -12.914 -5.750 -1.349
H: -12.542 -7.434 -0.955
H: -12.315 -5.751 1.060
H: -11.220 -4.840 0.122
H: -10.276 -5.809 2.816
H: -7.774 -6.997 2.762
H: -9.857 -7.780 -0.886
H: -7.686 -9.020 -0.585
H: -7.115 -9.215 1.019
H: -6.600 -7.827 -0.088
C: 4.878 -10.333 6.934
C: 5.855 -11.226 7.555
N: 7.324 -10.862 7.329
C: 8.211 -11.247 6.297
C: 9.273 -10.447 6.301
N: 9.140 -9.582 7.432
C: 7.964 -9.917 8.009
C: 10.052 -8.606 8.017
H: 3.800 -10.684 6.925
H: 5.030 -10.071 5.845
H: 5.115 -9.357 7.363
H: 5.593 -12.194 7.119
H: 5.752 -11.252 8.639
H: 8.031 -11.965 5.549
H: 10.103 -10.378 5.676
H: 7.602 -9.390 8.843
H: 10.914 -9.214 8.405
H: 9.523 -7.961 8.747
H: 10.449 -8.022 7.205
C: -3.652 9.440 16.057
C: -4.253 8.245 15.713
N: -2.997 6.872 16.152
C: -1.725 7.084 16.223
C: -1.222 5.614 16.436
N: -2.200 4.801 16.495
C: -3.329 5.568 16.386
C: -2.143 3.235 16.801
H: -3.489 9.470 17.111
H: -4.303 10.277 15.634
H: -2.783 9.670 15.462
H: -4.370 8.123 14.661
H: -4.890 7.779 16.482
H: -1.126 7.967 16.368
H: -0.164 5.241 16.557
H: -4.286 5.112 16.395
H: -1.929 3.201 17.846
H: -1.325 2.753 16.222
H: -3.099 2.706 16.479
C: 7.443 -5.623 -6.697
C: 7.768 -5.194 -5.295
N: 7.586 -6.354 -4.382
C: 8.587 -7.185 -3.889
C: 8.044 -7.957 -2.963
N: 6.694 -7.527 -2.837
C: 6.507 -6.539 -3.689
C: 5.800 -7.880 -1.673
H: 7.922 -4.944 -7.405
H: 6.391 -5.718 -6.887
H: 7.995 -6.571 -6.867
H: 7.173 -4.334 -4.903
H: 8.788 -4.891 -5.185
H: 9.571 -7.137 -4.258
H: 8.487 -8.626 -2.257
H: 5.639 -5.851 -3.646
H: 4.882 -8.410 -1.864
H: 5.419 -6.996 -1.126
H: 6.352 -8.476 -0.958
C: -1.004 -2.116 0.736
C: -0.671 -2.353 -0.686
N: 0.085 -1.199 -1.227
C: 1.413 -0.971 -1.113
C: 1.701 0.209 -1.667
N: 0.520 0.783 -2.063
C: -0.430 -0.069 -1.742
C: 0.184 2.245 -2.305
H: -1.571 -2.953 1.149
H: -1.691 -1.256 0.771
H: -0.080 -1.759 1.210
H: -1.595 -2.450 -1.251
H: 0.021 -3.247 -0.719
H: 2.178 -1.600 -0.806
H: 2.673 0.711 -1.772
H: -1.452 0.208 -1.860
H: -0.877 2.462 -2.234
H: 0.406 2.611 -3.246
H: 0.555 2.959 -1.547
C: 11.077 9.607 -9.428
C: 10.132 10.691 -8.858
N: 10.812 11.997 -8.927
C: 10.230 12.954 -9.726
C: 10.817 14.087 -9.361
N: 11.763 13.866 -8.355
C: 11.736 12.555 -8.113
C: 12.746 14.760 -7.821
H: 12.102 9.600 -8.985
H: 11.176 9.480 -10.507
H: 10.673 8.653 -9.137
H: 9.897 10.521 -7.835
H: 9.195 10.829 -9.384
H: 2.978 7.203 -1.231
H: 10.672 15.093 -9.691
H: 12.364 12.108 -7.402
H: 13.346 15.000 -8.698
H: 13.295 14.375 -6.976
H: 12.315 15.655 -7.481
Cl: -3.346 2.061 -2.774
C: 3.237 -4.257 -1.399
O: 4.301 -4.411 -0.281
O: 2.165 -3.781 -0.951
C: 3.953 -3.423 -2.537
F: 5.147 -3.943 -2.924
F: 3.178 -3.424 -3.593
F: 4.060 -2.145 -2.140
C: 4.017 -5.217 0.820
C: 4.296 -4.564 2.180
H: 4.364 -3.480 2.134
H: 3.443 -4.678 2.852
H: 5.271 -5.002 2.553
H: 4.524 -6.185 0.803
H: 3.035 -5.668 0.700
H: 3.165 -5.265 -1.928
C: -6.954 -4.417 -0.937
O: -7.574 -5.696 -1.153
O: -7.648 -3.574 -0.318
C: -5.514 -4.608 -0.182
F: -4.689 -3.476 -0.309
F: -5.733 -4.774 1.141
F: -4.848 -5.641 -0.629
C: -7.919 -6.074 -2.466
C: -6.660 -6.234 -3.379
H: -5.957 -6.928 -2.983
H: -7.091 -6.871 -4.189
H: -6.176 -5.362 -3.867
H: -8.658 -5.335 -2.922
H: -8.395 -7.117 -2.418
H: -6.703 -4.080 -1.986
C: 1.545 7.119 -2.628
O: 0.757 8.318 -2.745
O: 2.063 6.988 -1.311
C: 0.774 5.822 -2.924
F: 0.024 5.365 -1.886
F: -0.201 6.008 -3.865
F: 1.523 4.803 -3.310
C: 1.518 9.418 -2.357
C: 0.860 10.721 -2.715
H: 0.356 10.717 -3.664
H: 0.314 11.106 -1.813
H: 1.687 11.438 -2.800
H: 2.524 9.167 -2.793
H: 1.686 9.327 -1.280
H: 2.445 7.057 -3.326

Spin multiplicity   1
Charge   +4
Max |F|   7.42 eV Å⁻¹
Highest occupied orbital energy   -9.774 eV
LUMO level   -5.242 eV

***

# 3
A molecular structure, C13H21N4O3PtS2, computed with ωB97M-V/def2-TZVPD.

Positions of all 44 atoms, in Å:
Pt: -0.827 0.301 1.181
O: 1.292 0.433 1.795
N: 1.563 1.261 2.797
C: 2.833 1.150 3.381
C: 3.567 2.257 3.677
C: 3.025 3.554 3.528
C: 1.690 3.671 3.101
C: 0.964 2.560 2.756
S: -0.689 2.598 2.267
H: 3.173 0.138 3.514
H: 4.562 2.128 4.071
H: 3.592 4.426 3.799
H: 1.213 4.638 3.054
C: -4.313 -1.673 -0.861
N: -4.153 -0.237 -0.915
C: -3.681 0.513 0.061
S: -3.077 -0.246 1.526
N: -3.680 1.840 -0.001
C: -4.173 2.624 -1.117
H: -4.215 -2.082 -1.864
H: -5.300 -1.931 -0.474
H: -3.556 -2.114 -0.214
H: -4.561 0.220 -1.723
H: -3.369 2.348 0.817
H: -3.538 2.485 -1.993
H: -4.158 3.674 -0.841
H: -5.201 2.357 -1.369
O: 0.038 -1.832 0.576
C: 0.738 -1.291 -0.282
O: 0.491 -0.167 -0.795
C: 2.017 -1.995 -0.784
N: 2.525 -1.185 -1.930
C: 2.525 -2.055 -3.142
C: 1.494 -3.130 -2.824
C: 1.748 -3.390 -1.342
H: 2.711 -2.007 0.056
H: 3.444 -0.766 -1.771
H: 1.816 -0.408 -1.975
H: 3.510 -2.509 -3.248
H: 2.296 -1.478 -4.036
H: 1.643 -4.025 -3.420
H: 0.483 -2.764 -2.998
H: 2.621 -4.028 -1.214
H: 0.916 -3.861 -0.826

Spin multiplicity   2
Charge   +2
Max |F|   3.32 eV Å⁻¹
Highest occupied orbital energy (spin up / spin down)   -14.591 / -14.355 eV
LUMO level (spin up / spin down)   -7.444 / -8.969 eV